Below is a structure of composition C23H42Cl3N4O3PmSSi, with properties calculated with ωB97M-V/def2-TZVPD.

Structure (ORCA input):
```
! RIJCOSX wB97M-V def2-TZVPD def2/J DEFGRID3
* xyz 0 5
C 0.32947 4.11622 1.70073
C 1.31314 4.35321 0.57129
H 0.82213 4.08776 2.69301
H -0.14317 3.13208 1.52518
H -0.42963 4.92236 1.80151
C 2.34465 5.21945 0.75896
C 2.51687 6.08794 1.97603
H 3.00661 5.51452 -0.06718
H 2.56943 5.50308 2.90984
H 1.70986 6.83437 2.14197
H 3.46407 6.64660 1.88042
Pm -2.18256 -1.27921 0.48105
Cl -4.21493 -0.89401 2.12373
Cl -2.25271 0.81957 -1.21335
C -2.22012 -2.24879 -2.60436
O -1.94829 -2.66179 -1.43467
N -1.37900 -2.34719 -3.62629
C -0.07314 -2.99504 -3.56442
C -1.71024 -1.62437 -4.83778
H -3.18140 -1.76784 -2.84722
H -0.07373 -3.87262 -2.90333
H 0.67965 -2.28918 -3.18812
H 0.18333 -3.26021 -4.59518
H -2.79490 -1.47494 -4.92143
H -1.31205 -2.17408 -5.69993
H -1.26064 -0.62501 -4.78708
H -0.34165 -2.15850 6.29953
H 0.94824 -0.07841 3.34300
C 0.39564 -2.55629 5.58992
C 1.30880 -1.02618 3.81310
N 0.24365 -1.92491 4.27587
H 0.27125 -3.63991 5.52872
C -0.77985 -2.24071 3.48065
O -0.91419 -1.75530 2.30939
H 1.91072 -1.54949 3.04919
H -1.52586 -2.97428 3.90526
H 1.40586 -2.37491 5.95232
H 1.92541 -0.81925 4.69462
O 0.94231 2.28492 -0.65003
C 0.96525 3.67430 -0.74263
C 3.25485 3.95437 -1.86637
C 1.85203 4.03302 -1.91314
H 3.75609 3.82191 -0.88452
C 3.97653 4.08591 -3.05104
H -0.09297 3.94438 -0.91481
C 1.21225 4.40047 -3.11676
H 5.05938 3.91160 -3.04080
C 3.33609 4.43790 -4.26327
C 1.95240 4.60099 -4.28924
H 0.14250 4.60288 -3.13444
H 3.88327 4.38840 -5.21892
H 1.45372 4.80997 -5.25475
Si 1.63248 0.74777 -0.90724
Cl 1.03393 0.82203 1.29511
C 3.52115 0.83916 -0.83364
C 1.22381 0.83767 -2.91062
C 1.03808 -1.10927 -0.97575
H 3.91919 1.48976 -1.64580
H 3.99908 -0.15505 -0.92872
H 3.87344 1.24394 0.13220
H 1.17052 -1.63442 -0.00710
H 1.66349 -1.62627 -1.74859
H -0.01610 -1.20402 -1.31126
H 1.69611 1.72668 -3.39592
H 0.11900 0.95612 -2.99246
H 1.50507 -0.05263 -3.53301
S -2.51537 -4.23609 0.86044
C -3.73174 -4.88162 1.85012
N -4.96115 -4.32698 2.04734
C -5.82138 -5.10344 2.94299
C -4.93246 -6.29997 3.32750
N -3.70589 -6.06416 2.53990
H -5.18856 -3.36650 1.75407
H -6.72468 -5.42936 2.40333
H -6.11338 -4.50448 3.81058
H -5.39756 -7.25384 3.07330
H -4.70611 -6.31697 4.39682
H -2.88538 -6.67387 2.58219
*
```

Results
**HOMO-LUMO gap (alpha / beta)**: 6.68 / 6.68 eV
**ΔE to the lowest compared entry with this formula, charge and spin**: 174.4 kJ/mol
**M**: 734.13 g mol⁻¹
**<S²>**: 6.004

Below is a cluster of 2 separate species, C7H20N4 in total, with properties calculated with ωB97M-V/def2-TZVPD.

Structure (ORCA input):
```
! RIJCOSX wB97M-V def2-TZVPD def2/J DEFGRID3
* xyz 2 1
C -1.80905 0.34728 -0.00608
C 1.97047 0.37913 0.39399
C 1.05777 0.41671 1.56944
C -4.21855 0.63298 -0.93385
C 3.62756 -1.39596 -0.44650
C -3.31753 0.29524 0.30154
C 2.15674 -0.95574 -0.36080
N -1.07446 -0.68387 -0.17267
N -1.64488 -1.96234 -0.25689
N 2.41536 2.81706 0.32677
N 2.45905 1.44441 -0.14902
H -1.28776 1.28015 -0.06802
H 0.72774 1.36708 1.94262
H 1.68626 -0.12571 2.24179
H 0.15000 -0.12761 1.40373
H -4.15238 1.76226 -1.12934
H -5.22069 0.41238 -0.58756
H -3.95733 0.11225 -1.77643
H 4.34905 -0.58811 -0.39543
H 3.77989 -1.76091 -1.46562
H 3.71127 -2.23130 0.21086
H -3.43863 -0.70878 0.77206
H -3.42523 1.03453 1.08683
H 1.53862 -1.76650 0.18490
H 1.76816 -0.94590 -1.39058
H -2.56346 -2.03767 -0.75942
H -1.84815 -2.34352 0.65590
H 2.70759 3.42295 -0.47060
H 1.66715 3.10002 0.92567
H 3.14867 1.33185 -0.93549
H -0.96325 -2.52236 -0.71182
*
```

Results
**HOMO-LUMO gap**: 10.15 eV
**ΔE to the lowest compared entry with this formula, charge and spin**: 324.3 kJ/mol
**M**: 160.27 g mol⁻¹

Below is a structure of composition C27H54BCoN9O8P3S3, with properties calculated with ωB97M-V/def2-TZVPD.

Structure (ORCA input):
```
! RIJCOSX wB97M-V def2-TZVPD def2/J DEFGRID3
* xyz -1 2
Co -0.39643 0.68985 0.66434
C -0.90135 -4.59831 2.98367
C -1.10663 -3.10651 3.27032
C -1.88059 -2.99509 4.58407
C 0.23294 -2.37999 3.42421
N -1.90202 -2.45546 2.18833
C -3.09636 -1.77882 2.42193
C -3.50990 -1.27196 1.25879
N -2.56330 -1.57201 0.28827
B -2.90723 -1.29029 -1.19126
N -3.33375 0.18493 -1.54232
C -3.86693 0.37354 -2.80157
C -4.13017 1.67621 -2.95620
N -3.75067 2.32206 -1.78659
C -3.24533 1.38337 -0.91957
S -2.59473 1.64142 0.63361
C -4.02019 3.79212 -1.66283
C -3.27840 4.48593 -2.81003
C -5.53560 3.98722 -1.79028
C -3.56657 4.43031 -0.35513
N -1.76761 -1.62095 -2.18461
C -1.82464 -2.69219 -3.04221
C -0.77452 -2.62113 -3.87437
N -0.04577 -1.48813 -3.52572
C -0.68702 -0.86786 -2.48264
S -0.20406 0.59450 -1.72376
C 1.20293 -1.06050 -4.22580
C 1.51870 -2.06958 -5.32699
C 2.37185 -1.04829 -3.23347
C 0.99910 0.31032 -4.87900
C -1.58659 -2.35298 0.85495
S -0.25678 -3.04913 0.05464
H -0.38584 -5.05247 3.83479
H -0.30976 -4.74720 2.08691
H -1.86654 -5.09655 2.84956
H -1.31871 -3.53010 5.34990
H -2.87075 -3.44953 4.50838
H -1.97337 -1.95443 4.90279
H 0.85566 -2.91571 4.14795
H 0.07338 -1.35673 3.76771
H 0.75366 -2.33874 2.46519
H -3.53295 -1.67356 3.39710
H -4.36522 -0.65740 1.03790
H -3.85942 -1.98750 -1.48053
H -4.00551 -0.44826 -3.48399
H -4.52687 2.19587 -3.80952
H -3.65324 4.18578 -3.79120
H -2.21446 4.24699 -2.75109
H -3.39603 5.56659 -2.71511
H -5.92148 3.60516 -2.73815
H -5.77809 5.04993 -1.72268
H -6.04154 3.46545 -0.97449
H -2.49470 4.35162 -0.18741
H -4.06284 3.99417 0.50941
H -3.82994 5.49141 -0.40648
H -2.59736 -3.43706 -2.95861
H -0.48183 -3.29493 -4.65722
H 1.69973 -3.06620 -4.91695
H 2.42549 -1.74441 -5.83726
H 0.71506 -2.12190 -6.06503
H 2.47945 -2.03118 -2.76618
H 2.20309 -0.31532 -2.44651
H 3.29498 -0.80057 -3.76577
H 0.16503 0.26941 -5.58623
H 1.90544 0.59571 -5.42010
H 0.78231 1.06805 -4.12981
O 1.84456 4.35957 1.80375
P 0.47346 3.49657 1.77678
O -0.69606 4.39746 1.89947
O 0.58386 2.52633 0.62314
O 0.64071 2.64313 3.14528
P -0.51008 1.59825 3.68324
O -1.80113 2.53864 3.73859
O -0.13936 1.09577 5.01681
O -0.65279 0.53675 2.59288
H 2.58419 3.73193 1.76058
H -1.71811 3.28827 3.09963
C 2.60957 0.22180 3.62912
N 3.30184 0.61150 2.39795
C 4.53795 1.33503 2.61376
P 2.91574 -0.23043 1.02923
O 1.46191 -0.29879 0.77759
N 3.55582 -1.74709 1.15502
C 4.76835 -2.01891 1.89620
C 2.86486 -2.91713 0.63628
N 3.77383 0.53011 -0.16790
C 3.33366 1.86191 -0.58149
C 4.78526 -0.08139 -0.99738
H 2.41961 1.09455 4.25074
H 3.20633 -0.49739 4.20840
H 1.64610 -0.22589 3.39484
H 4.32729 2.29406 3.09887
H 5.04019 1.52724 1.66623
H 5.22214 0.78530 3.27339
H 5.28955 -1.09563 2.14425
H 5.44658 -2.63951 1.29959
H 4.55548 -2.55942 2.82614
H 1.91960 -2.62658 0.18126
H 2.65121 -3.62656 1.44276
H 3.48120 -3.42974 -0.11591
H 2.42258 2.14766 -0.05343
H 3.11760 1.87174 -1.65434
H 4.11087 2.61314 -0.38365
H 4.95193 -1.11335 -0.69216
H 5.73711 0.46046 -0.92651
H 4.47735 -0.07836 -2.04907
*
```

Results
**HOMO-LUMO gap (alpha / beta)**: 6.64 / 6.66 eV
**M**: 891.65 g mol⁻¹
**<S²>**: 1.121

Below is a structure of composition C17H28BrCoO9, with properties calculated with ωB97M-V/def2-TZVPD.

Structure (ORCA input):
```
! RIJCOSX wB97M-V def2-TZVPD def2/J DEFGRID3
* xyz 1 4
Co -0.86226 -0.42462 -0.80393
Br -3.22368 -0.57706 -1.37078
O -1.25040 1.14822 0.59515
C -1.65367 1.88077 1.46081
O -2.88603 2.31743 1.52452
C -3.05870 3.39291 2.52063
C -1.68580 3.53027 3.19762
C -0.75589 2.55091 2.45070
H -3.86430 3.02931 3.14711
H -3.30506 4.25468 1.90743
H -1.80261 3.23095 4.23980
H -1.29470 4.54079 3.14011
H -0.20242 1.86990 3.09177
H 0.01213 3.16667 1.98160
O -0.24497 1.42138 -1.79114
C 0.49674 2.01679 -2.53170
O 1.78568 2.20921 -2.24799
C 2.48417 2.82089 -3.32701
C 1.42035 3.21741 -4.39973
C 0.13302 2.54828 -3.89235
H 3.27236 2.23310 -3.78924
H 2.93905 3.75903 -3.01353
H 1.68224 2.72158 -5.33481
H 1.46176 4.28441 -4.58880
H -0.06733 1.64838 -4.47408
H -0.71573 3.22443 -3.89461
O -0.37801 -1.88162 -2.26290
C 0.46035 -2.75004 -2.29184
O 0.89606 -3.28714 -1.12560
C 1.40170 -4.61871 -1.39025
C 2.05924 -4.45589 -2.77273
C 1.03750 -3.51609 -3.44349
H 0.52780 -5.26308 -1.48634
H 2.05627 -4.87585 -0.56544
H 2.25878 -5.41139 -3.24479
H 2.95244 -3.83453 -2.71864
H 0.24089 -3.96409 -4.04258
H 1.54869 -2.89219 -4.17785
O -0.99004 -1.73271 0.99259
C -1.01735 -1.68945 2.19068
O -0.26123 -0.82353 2.86881
C -0.53465 -0.83863 4.25207
C -1.84311 -1.63118 4.42983
C -1.77488 -2.54614 3.20015
H -0.71858 0.15828 4.66504
H 0.30600 -1.22710 4.82874
H -2.71877 -0.98964 4.46473
H -1.78390 -2.20403 5.35295
H -2.74097 -2.90597 2.85380
H -1.20309 -3.44899 3.42322
C 1.94031 0.44643 0.47644
O 1.23259 -0.56358 -0.26372
H 1.31028 1.12395 1.04065
H 2.64026 -0.05055 1.15395
H 2.59153 1.03223 -0.17417
H 1.68992 -1.37482 -0.03085
*
```

Results
**HOMO-LUMO gap (alpha / beta)**: 8.26 / 8.18 eV
**ΔE to the lowest compared entry with this formula, charge and spin**: 88.0 kJ/mol
**M**: 515.24 g mol⁻¹
**<S²>**: 3.755

Below is a structure of composition C5H6N2O, with properties calculated with ωB97M-V/def2-TZVPD.

Structure (ORCA input):
```
! RIJCOSX wB97M-V def2-TZVPD def2/J DEFGRID3
* xyz 0 1
C -0.93809 -0.42282 -0.08943
C -0.34539 0.57011 -0.88356
C -0.12723 0.16625 0.97828
C 1.32145 0.00378 0.68192
C 1.21615 0.30953 -0.73748
H -0.43611 0.98847 -1.85497
H -0.18126 2.43484 0.04405
H -0.55262 -0.22735 1.86232
H 2.22060 0.21034 1.25125
H 2.31188 -1.50645 -0.24201
H 1.93047 0.69574 -1.29286
N -0.71118 1.35639 0.36402
N 1.27266 -1.12952 -0.14504
O -1.99809 -0.99309 -0.12488
*
```

Results
**HOMO-LUMO gap**: 9.89 eV
**ΔE to the lowest compared entry with this formula, charge and spin**: 573.2 kJ/mol
**M**: 110.12 g mol⁻¹